# 1
{"formula": "C23H28N8PPtSTe4", "method": "ωB97M-V/def2-TZVPD", "symbols": ["Pt", "Te", "Te", "Te", "Te", "C", "N", "C", "N", "C", "N", "C", "P", "C", "C", "H", "H", "H", "H", "H", "H", "H", "H", "H", "H", "H", "H", "H", "C", "C", "C", "C", "C", "C", "N", "H", "H", "H", "H", "H", "H", "H", "H", "S", "C", "N", "N", "C", "C", "C", "C", "C", "C", "C", "N", "C", "C", "N", "C", "H", "H", "H", "H", "H", "H", "H"], "positions_angstrom": [[0.629, 0.695, 1.855], [3.038, 1.274, 2.691], [4.108, -1.014, 3.584], [2.011, -2.044, 4.985], [-0.076, -0.963, 3.848], [5.799, 0.648, -2.067], [4.912, -0.533, -1.633], [4.282, -1.142, -2.893], [3.575, -0.160, -3.633], [4.466, 0.944, -3.993], [5.058, 1.589, -2.822], [4.054, 2.297, -2.009], [2.715, 1.211, -1.322], [3.861, -0.084, -0.649], [2.374, 0.319, -2.922], [6.602, 0.209, -2.661], [6.198, 1.083, -1.152], [5.502, -1.236, -1.189], [3.624, -1.941, -2.554], [5.109, -1.554, -3.472], [3.903, 1.684, -4.557], [5.268, 0.558, -4.624], [3.599, 3.081, -2.616], [4.558, 2.799, -1.180], [3.294, -0.963, -0.338], [4.371, 0.304, 0.234], [1.839, 1.001, -3.586], [1.709, -0.529, -2.735], [1.344, -2.642, 0.924], [0.437, -1.909, 0.020], [-0.337, -2.475, -1.068], [-0.998, -1.444, -1.644], [-0.622, -0.247, -0.911], [-1.033, 1.130, -1.245], [0.230, -0.575, 0.091], [1.945, -3.364, 0.366], [0.766, -3.222, 1.651], [1.984, -1.961, 1.484], [-0.348, -3.519, -1.341], [-1.666, -1.462, -2.492], [-0.751, 1.343, -2.282], [-0.587, 1.868, -0.584], [-2.124, 1.214, -1.206], [0.033, 5.241, 2.058], [0.409, 3.789, 1.460], [0.688, 2.730, 1.016], [-9.803, -2.764, 2.087], [-8.810, -2.186, 2.078], [-7.561, -1.466, 2.066], [-7.547, -0.101, 1.802], [-6.346, 0.587, 1.780], [-5.163, -0.092, 2.035], [-5.171, -1.453, 2.312], [-6.371, -2.140, 2.320], [-3.930, 0.620, 2.010], [-3.741, 1.964, 2.276], [-2.408, 2.195, 2.174], [-1.771, 1.018, 1.843], [-2.703, 0.098, 1.764], [-8.473, 0.420, 1.603], [-6.339, 1.641, 1.542], [-4.256, -1.978, 2.549], [-6.389, -3.199, 2.538], [-4.553, 2.619, 2.537], [-1.868, 3.119, 2.313], [-2.548, -0.932, 1.484]], "total_energy_ev": -88762.540, "spin_multiplicity": 5, "de_lowest_kcal_mol": 4.8, "charge": 1, "e_lumo_ev": [-2.983, -4.725]}



# 2
{"formula": "C23H29BaF12I2N7O6PS3", "method": "ωB97M-V/def2-TZVPD", "symbols": ["Ba", "C", "C", "C", "C", "C", "C", "C", "C", "C", "C", "H", "H", "H", "H", "H", "H", "H", "H", "H", "H", "H", "H", "H", "H", "H", "I", "I", "F", "P", "F", "F", "F", "F", "F", "C", "N", "C", "C", "C", "N", "C", "C", "O", "H", "H", "H", "H", "H", "H", "H", "H", "H", "H", "H", "H", "N", "C", "O", "C", "C", "N", "C", "N", "H", "H", "S", "C", "N", "F", "C", "F", "F", "S", "O", "O", "N", "S", "O", "O", "C", "F", "F", "F"], "positions_angstrom": [[0.274, 0.935, 1.909], [3.483, -1.264, 1.242], [3.920, 0.030, 1.266], [3.763, 0.565, -0.083], [3.174, -0.423, -0.905], [3.003, -1.551, -0.131], [2.395, -2.834, -0.579], [2.842, -0.273, -2.359], [4.272, 1.871, -0.576], [4.473, 0.813, 2.418], [3.387, -2.277, 2.332], [1.314, -2.718, -0.697], [2.578, -3.641, 0.131], [2.778, -3.128, -1.560], [2.629, 0.768, -2.610], [1.960, -0.862, -2.617], [3.670, -0.602, -3.000], [3.472, 2.483, -1.002], [4.989, 1.708, -1.388], [4.762, 2.448, 0.206], [3.998, 1.795, 2.501], [5.548, 0.991, 2.314], [4.312, 0.288, 3.360], [2.363, -2.643, 2.431], [3.685, -1.868, 3.296], [4.019, -3.145, 2.113], [1.585, 3.859, 1.045], [3.951, 5.423, 0.969], [-0.104, 2.955, 3.589], [-1.406, 3.886, 4.018], [-2.619, 4.871, 4.385], [-1.259, 4.663, 2.594], [-1.531, 3.074, 5.388], [-2.385, 2.837, 3.259], [-0.351, 4.911, 4.694], [-1.485, -4.097, -2.802], [-1.930, -2.840, -3.357], [-3.284, -2.809, -3.871], [-3.415, -1.642, -4.829], [-3.099, -0.376, -4.061], [-1.829, -0.499, -3.363], [-1.301, 0.760, -2.868], [-1.274, -1.678, -2.963], [-0.212, -1.737, -2.350], [-1.394, -4.848, -3.593], [-2.187, -4.474, -2.049], [-0.517, -3.948, -2.334], [-4.017, -2.713, -3.057], [-3.470, -3.758, -4.380], [-4.422, -1.586, -5.245], [-2.704, -1.778, -5.648], [-3.893, -0.164, -3.340], [-3.025, 0.482, -4.735], [-0.902, 1.349, -3.699], [-0.511, 0.592, -2.148], [-2.097, 1.330, -2.385], [-2.541, 3.725, -0.119], [-1.272, 3.486, -0.472], [-0.553, 2.860, 0.378], [-0.768, 3.949, -1.714], [-1.625, 4.636, -2.600], [-2.346, 5.178, -3.325], [0.508, 3.573, -2.184], [1.533, 3.274, -2.628], [-3.197, 4.129, -0.763], [-2.863, 3.325, 0.749], [-4.997, 0.694, -0.383], [-3.464, 0.515, 0.147], [-2.383, 0.399, 0.576], [0.965, -3.178, 4.844], [-0.050, -2.393, 5.149], [0.028, -2.136, 6.459], [-1.208, -2.994, 4.940], [0.031, -0.718, 4.282], [1.353, -0.613, 3.645], [-0.146, 0.218, 5.349], [-1.285, -0.649, 3.122], [-0.800, -1.767, 1.816], [-0.108, -2.840, 2.478], [-0.033, -1.246, 0.663], [-2.422, -2.560, 1.263], [-3.456, -2.036, 1.875], [-2.334, -3.840, 1.620], [-2.540, -2.499, -0.044]], "total_energy_ev": -138347.898, "spin_multiplicity": 2, "charge": -2, "e_lumo_ev": [2.991, 2.990]}



# 3
{"formula": "C23H29BaN5O8SeSi", "method": "ωB97M-V/def2-TZVPD", "symbols": ["Ba", "C", "N", "C", "Se", "N", "C", "C", "C", "C", "C", "C", "H", "H", "H", "H", "H", "H", "H", "H", "O", "C", "O", "C", "C", "C", "C", "C", "C", "N", "O", "O", "N", "O", "O", "H", "H", "H", "C", "Si", "C", "C", "H", "H", "H", "H", "H", "H", "H", "H", "H", "O", "C", "O", "C", "N", "C", "C", "C", "H", "H", "H", "H", "H", "H", "H", "H", "H"], "positions_angstrom": [[-0.543, -0.490, -0.079], [-3.058, -0.999, 3.669], [-2.746, 0.401, 3.693], [-1.501, 0.923, 3.790], [0.050, 0.056, 4.104], [-1.604, 2.271, 3.673], [-2.920, 2.627, 3.518], [-3.539, 3.857, 3.390], [-4.920, 3.861, 3.301], [-5.651, 2.677, 3.330], [-5.035, 1.441, 3.438], [-3.652, 1.427, 3.533], [-2.127, -1.561, 3.743], [-3.556, -1.256, 2.732], [-3.700, -1.259, 4.511], [-0.808, 2.884, 3.725], [-2.964, 4.768, 3.365], [-5.442, 4.801, 3.211], [-6.727, 2.724, 3.274], [-5.613, 0.532, 3.458], [-2.429, -1.892, 0.271], [-1.970, -2.600, -0.640], [-0.990, -2.326, -1.345], [-2.688, -3.912, -0.929], [-3.526, -4.468, 0.026], [-4.223, -5.636, -0.271], [-4.113, -6.246, -1.512], [-3.263, -5.677, -2.451], [-2.536, -4.524, -2.167], [-3.146, -6.290, -3.755], [-3.830, -7.266, -3.978], [-2.374, -5.788, -4.545], [-5.103, -6.196, 0.729], [-5.700, -7.213, 0.448], [-5.194, -5.606, 1.785], [-3.642, -3.993, 0.990], [-4.678, -7.138, -1.749], [-1.868, -4.098, -2.904], [-0.626, 3.834, -0.328], [-1.571, 2.261, -0.931], [-3.399, 2.591, -0.414], [-1.529, 2.485, -2.845], [-1.091, 4.741, -0.706], [0.402, 3.822, -0.676], [-0.596, 3.904, 0.755], [-3.778, 3.517, -0.842], [-3.504, 2.664, 0.666], [-4.052, 1.785, -0.740], [-2.000, 3.418, -3.148], [-2.038, 1.675, -3.362], [-0.504, 2.503, -3.209], [2.602, -1.089, 0.374], [3.192, -0.557, -0.525], [2.583, 0.156, -1.461], [4.715, -0.619, -0.703], [5.044, 0.016, -1.984], [5.376, -1.077, -2.897], [6.053, -2.142, -2.030], [5.220, -2.084, -0.747], [5.158, -0.079, 0.137], [5.835, 0.642, -1.890], [3.298, 0.451, -2.084], [5.982, -0.727, -3.730], [4.439, -1.476, -3.292], [7.090, -1.873, -1.823], [6.039, -3.120, -2.504], [5.792, -2.335, 0.144], [4.373, -2.765, -0.807]], "total_energy_ev": -122066.779, "de_lowest_kcal_mol": 41.1, "e_lumo_ev": -1.069}



# 4
{"formula": "C23H29ClN3O5Tc", "method": "ωB97M-V/def2-TZVPD", "symbols": ["Tc", "C", "C", "C", "C", "C", "C", "C", "N", "C", "C", "C", "C", "C", "C", "C", "N", "C", "C", "C", "C", "H", "H", "H", "H", "H", "H", "H", "H", "H", "H", "H", "H", "H", "H", "H", "H", "H", "H", "H", "H", "H", "H", "H", "H", "O", "Cl", "O", "O", "O", "O", "N", "C", "C", "C", "C", "C", "H", "H", "H", "H", "H"], "positions_angstrom": [[-0.050, -0.105, -0.062], [6.559, 1.778, -1.307], [6.237, 0.917, -0.073], [7.084, -0.353, -0.114], [6.561, 1.700, 1.210], [4.748, 0.607, -0.082], [4.239, -0.688, -0.140], [2.878, -0.897, -0.144], [2.000, 0.116, -0.107], [2.469, 1.391, -0.054], [3.813, 1.648, -0.033], [1.411, 2.433, -0.017], [1.641, 3.782, -0.017], [0.575, 4.693, 0.021], [-0.708, 4.158, 0.057], [-0.892, 2.793, 0.051], [0.145, 1.941, 0.014], [0.850, 6.190, 0.030], [1.673, 6.545, -1.218], [-0.443, 7.006, 0.028], [1.653, 6.519, 1.299], [7.628, 1.997, -1.318], [6.030, 2.734, -1.291], [6.311, 1.261, -2.235], [8.138, -0.077, -0.101], [6.915, -0.935, -1.023], [6.908, -0.995, 0.753], [7.629, 1.920, 1.234], [6.317, 1.124, 2.105], [6.032, 2.654, 1.257], [4.894, -1.546, -0.182], [2.459, -1.893, -0.181], [4.153, 2.673, 0.019], [2.657, 4.147, -0.043], [-1.579, 4.794, 0.087], [-1.881, 2.355, 0.073], [1.141, 6.290, -2.137], [2.643, 6.044, -1.230], [1.861, 7.619, -1.226], [-1.052, 6.810, -0.858], [-0.194, 8.066, 0.022], [-1.048, 6.823, 0.919], [2.617, 6.003, 1.318], [1.102, 6.256, 2.204], [1.854, 7.590, 1.329], [-3.160, 0.308, -2.398], [-2.184, -0.398, -1.680], [-0.764, 0.191, -1.950], [-2.143, -1.793, -1.946], [-2.244, -0.150, -0.191], [-0.117, -1.992, 0.530], [-0.086, -3.318, 0.351], [0.143, -3.824, -0.871], [0.141, -5.190, -1.044], [-0.101, -6.015, 0.044], [-0.334, -5.450, 1.289], [-0.329, -4.082, 1.428], [0.296, -3.103, -1.659], [0.321, -5.588, -2.032], [-0.114, -7.089, -0.079], [-0.529, -6.058, 2.161], [-0.517, -3.549, 2.346]], "total_energy_ev": -53728.016, "spin_multiplicity": 3, "de_lowest_kcal_mol": 8.4, "charge": 2, "e_lumo_ev": [-7.192, -7.448]}



# 5
{"formula": "C23H29ClN4O4", "method": "ωB97M-V/def2-TZVPD", "symbols": ["C", "H", "O", "C", "C", "N", "C", "O", "C", "H", "C", "C", "O", "N", "C", "N", "C", "C", "C", "C", "H", "H", "H", "H", "H", "H", "H", "H", "C", "C", "C", "C", "C", "C", "C", "H", "H", "Cl", "H", "H", "C", "O", "N", "H", "C", "C", "H", "H", "H", "C", "H", "H", "H", "H", "H", "H", "H", "H", "H", "H", "H"], "positions_angstrom": [[4.531, 0.351, 2.368], [4.262, -0.453, 1.674], [3.445, 1.200, 2.650], [2.350, 0.579, 3.290], [1.417, -0.170, 2.319], [0.921, 0.708, 1.279], [-0.054, 1.631, 1.443], [-0.350, 2.413, 0.557], [-0.853, 1.648, 2.739], [-0.413, 1.062, 3.540], [-2.246, 1.095, 2.402], [-2.103, -0.346, 1.938], [-1.471, -1.163, 2.578], [-2.727, -0.617, 0.765], [-2.811, -1.830, 0.082], [-3.689, -1.800, -0.915], [-3.866, -2.896, -1.630], [-3.180, -4.076, -1.393], [-2.253, -4.095, -0.362], [-2.056, -2.956, 0.399], [-1.353, -2.931, 1.213], [-1.686, -4.989, -0.150], [-3.356, -4.947, -2.004], [-4.592, -2.816, -2.427], [-3.265, 0.111, 0.313], [-2.871, 1.109, 3.298], [-2.707, 1.714, 1.634], [-0.947, 2.687, 3.058], [1.548, 0.598, -0.043], [0.733, -0.267, -0.972], [1.141, -1.565, -1.251], [0.435, -2.358, -2.137], [-0.688, -1.839, -2.756], [-1.128, -0.557, -2.474], [-0.417, 0.223, -1.580], [-0.735, 1.232, -1.373], [-2.010, -0.170, -2.959], [-1.538, -2.802, -3.912], [0.763, -3.362, -2.360], [2.033, -1.965, -0.789], [1.840, 1.994, -0.653], [1.576, 2.285, -1.796], [2.548, 2.764, 0.191], [2.735, 2.435, 1.131], [2.829, 4.162, -0.068], [4.308, 4.440, 0.183], [4.558, 4.228, 1.221], [4.533, 5.483, -0.023], [4.924, 3.817, -0.460], [1.933, 5.036, 0.808], [2.063, 6.086, 0.558], [0.894, 4.760, 0.651], [2.181, 4.895, 1.860], [2.586, 4.327, -1.122], [2.530, 0.134, 0.099], [1.960, -0.985, 1.839], [0.593, -0.623, 2.874], [2.701, -0.115, 4.064], [1.808, 1.398, 3.769], [4.927, -0.096, 3.287], [5.295, 0.975, 1.909]], "total_energy_ev": -50996.476, "de_lowest_kcal_mol": 1.9, "smiles": "COCCN(C(=O)CCC(=O)Nc1ccccn1)[C@H](C(=O)NC(C)C)c1ccc(Cl)cc1", "e_lumo_ev": 0.557}



# 6
{"formula": "C23H29F2N3O3", "method": "ωB97M-V/def2-TZVPD", "symbols": ["C", "C", "N", "O", "C", "C", "C", "H", "H", "C", "C", "O", "N", "C", "H", "C", "H", "C", "H", "H", "C", "C", "H", "H", "H", "C", "H", "H", "C", "C", "O", "N", "H", "C", "C", "C", "C", "C", "C", "C", "H", "H", "F", "F", "H", "H", "H", "H", "H", "H", "H", "H", "H", "C", "H", "H", "H", "H", "H", "H"], "positions_angstrom": [[-4.572, -2.412, 1.950], [-3.952, -2.417, 0.601], [-4.673, -2.374, -0.488], [-3.822, -2.424, -1.544], [-2.557, -2.498, -1.096], [-2.567, -2.492, 0.275], [-1.405, -2.492, 1.207], [-1.656, -3.046, 2.114], [-0.556, -2.981, 0.726], [-0.991, -1.058, 1.596], [-0.640, -0.290, 0.339], [0.486, -0.414, -0.141], [-1.575, 0.454, -0.274], [-2.882, 0.827, 0.217], [-3.160, 0.243, 1.091], [-2.897, 2.322, 0.543], [-2.193, 2.522, 1.353], [-2.512, 3.131, -0.693], [-2.460, 4.192, -0.442], [-3.289, 3.007, -1.452], [-1.173, 2.665, -1.276], [-1.242, 1.149, -1.504], [-0.288, 0.761, -1.861], [-2.015, 0.921, -2.245], [-1.031, 3.150, -2.248], [0.017, 3.029, -0.378], [0.060, 2.334, 0.462], [-0.126, 4.030, 0.033], [1.349, 2.991, -1.138], [2.520, 2.784, -0.188], [3.321, 3.651, 0.095], [2.556, 1.537, 0.323], [1.872, 0.849, 0.029], [3.596, 1.087, 1.218], [4.357, -0.085, 0.652], [3.664, -1.212, 0.222], [4.354, -2.291, -0.293], [5.740, -2.263, -0.382], [6.435, -1.145, 0.041], [5.741, -0.062, 0.553], [6.285, 0.811, 0.877], [7.510, -1.136, -0.039], [6.412, -3.317, -0.879], [3.671, -3.376, -0.705], [2.586, -1.259, 0.267], [4.263, 1.938, 1.383], [3.151, 0.796, 2.179], [1.501, 3.925, -1.679], [1.351, 2.170, -1.857], [-3.893, 2.606, 0.881], [-3.615, 0.616, -0.570], [-0.086, -1.113, 2.205], [-1.770, -0.577, 2.184], [-1.461, -2.602, -2.089], [-1.786, -2.186, -3.039], [-0.577, -2.077, -1.739], [-1.197, -3.648, -2.245], [-5.649, -2.324, 1.851], [-4.334, -3.339, 2.469], [-4.196, -1.584, 2.549]], "total_energy_ev": -40370.257, "de_lowest_kcal_mol": 0.4, "smiles": "Cc1noc(C)c1CCC(=O)N1CCC[C@@H](CCC(=O)NCc2ccc(F)c(F)c2)C1", "e_lumo_ev": 0.440}



# 7
{"formula": "C23H29FMnN8O4S", "method": "ωB97M-V/def2-TZVPD", "symbols": ["Mn", "N", "C", "C", "C", "C", "N", "C", "N", "N", "C", "O", "O", "H", "H", "H", "H", "H", "H", "H", "H", "H", "H", "H", "H", "H", "H", "N", "C", "C", "C", "C", "C", "C", "S", "O", "O", "N", "C", "N", "C", "C", "C", "N", "H", "H", "H", "H", "H", "H", "H", "H", "H", "F", "C", "C", "C", "C", "C", "C", "C", "H", "H", "H", "H", "H", "H"], "positions_angstrom": [[-0.655, 0.014, -0.206], [-1.746, 1.885, 1.126], [-2.910, 1.467, 1.918], [-2.714, 1.580, 3.436], [-1.389, 1.059, 4.016], [-0.788, -0.187, 3.372], [-1.684, -1.332, 3.339], [-1.680, -2.180, 2.303], [-0.557, -2.385, 1.615], [-2.786, -2.907, 2.085], [-3.284, -0.002, 1.557], [-4.180, -0.553, 2.207], [-2.596, -0.555, 0.664], [-1.266, 2.662, 1.569], [-2.053, 2.179, 0.197], [-3.796, 2.069, 1.669], [-3.562, 1.049, 3.876], [-2.804, 2.629, 3.732], [-1.532, 0.889, 5.086], [-0.628, 1.834, 3.909], [0.120, -0.454, 3.921], [-0.515, 0.066, 2.326], [-2.581, -1.204, 3.791], [0.316, -1.943, 1.890], [-0.557, -2.823, 0.697], [-3.652, -2.368, 2.231], [-2.789, -3.465, 1.244], [4.586, 0.352, -5.273], [3.535, -0.292, -4.669], [3.638, -0.730, -3.345], [2.550, -1.298, -2.712], [1.351, -1.435, -3.388], [1.237, -1.023, -4.705], [2.323, -0.465, -5.348], [-0.152, -1.865, -2.532], [-0.964, -2.758, -3.311], [0.162, -2.326, -1.170], [-0.799, -0.436, -2.202], [-1.230, 0.589, -2.903], [-1.555, 1.644, -2.092], [-2.113, 2.682, -2.680], [-2.314, 2.743, -4.052], [-1.863, 1.658, -4.789], [-1.324, 0.592, -4.238], [5.495, 0.250, -4.857], [4.578, 0.410, -6.277], [4.574, -0.608, -2.818], [2.628, -1.648, -1.694], [0.291, -1.140, -5.206], [2.239, -0.139, -6.375], [-2.421, 3.499, -2.033], [-2.787, 3.589, -4.521], [-1.930, 1.645, -5.870], [3.258, -0.923, 5.477], [2.859, -0.556, 4.229], [2.520, 0.769, 3.996], [2.081, 1.136, 2.746], [1.961, 0.201, 1.691], [1.433, 0.582, 0.417], [2.362, -1.128, 1.970], [2.800, -1.506, 3.222], [2.628, 1.486, 4.795], [1.820, 2.165, 2.545], [1.825, -0.022, -0.409], [1.516, 1.655, 0.215], [2.352, -1.854, 1.168], [3.119, -2.517, 3.425]], "total_energy_ev": -89304.810, "spin_multiplicity": 2, "e_lumo_ev": [0.453, 0.455]}